Formula: C3H2ClF3
Source: OMol25
Level of theory: ωB97M-V with the def2-TZVPD basis set

```
! RIJCOSX wB97M-V def2-TZVPD def2/J DEFGRID3
* xyz 0 1
Cl 2.8346 1.9626 -0.4518
F 1.9662 -0.4157 1.3794
F -0.3579 1.3142 -0.7492
F 3.0531 0.3958 -2.2647
C 3.0004 1.7340 -2.1068
C 1.1260 0.5331 0.9447
C 0.1729 0.2297 -0.1338
H 0.2154 -0.6427 -0.8639
H -0.5371 -0.1458 0.6136
*
```

The calculation puts the energy relative to the best compared isomer or geometry (same formula, charge and spin) at 135.6 kcal per mole. Its HOMO-LUMO gap is 0.310 Ha. As for the largest force on an atom: 0.05544 Eh/bohr. The HOMO energy comes out at -0.343 hartree. Its LUMO energy is -0.03324 Ha.

Atom charges from the natural (NBO) analysis, given in e for atoms 1 to 8:
1. Cl 0.069
2. F -0.328
3. F -0.326
4. F -0.338
5. C 0.311
6. C 0.344
7. C -0.150
8. H 0.189



Formula: C3H2ClFO2
Source: OMol25
Level of theory: ωB97M-V with the def2-TZVPD basis set

```
! RIJCOSX wB97M-V def2-TZVPD def2/J DEFGRID3
* xyz 0 1
Cl -1.5829 -0.1283 2.0469
F 0.9637 -2.8795 -0.1582
O 0.0983 0.5299 0.0815
O -1.1382 -1.4033 -0.0480
C 0.5284 -1.7007 0.0253
C 1.0174 -0.4811 -0.0520
C -1.1653 -0.1088 0.3226
H 1.9655 -0.0523 0.0022
H -1.7690 0.5316 -0.2265
*
```

As for the SMILES: FC1=CO[C@H](Cl)O1. The calculation puts the energy relative to the best compared isomer or geometry (same formula, charge and spin) at 54.3 kcal per mole. Its HOMO-LUMO gap is 0.375 Ha. As for the largest force on an atom: 0.08798 Eh/bohr. The HOMO energy comes out at -0.350 hartree. Its LUMO energy is 0.02505 Ha.

Atom charges from the natural (NBO) analysis, given in e for atoms 1 to 8:
1. Cl -0.095
2. F -0.248
3. O -0.468
4. O -0.522
5. C 0.589
6. C -0.028
7. C 0.354
8. H 0.229



Formula: C3H2ClFOS
Source: OMol25
Level of theory: ωB97M-V with the def2-TZVPD basis set

```
! RIJCOSX wB97M-V def2-TZVPD def2/J DEFGRID3
* xyz 0 1
Cl -1.8104 -0.8169 -1.0393
S 1.4479 -1.7351 0.0193
F -1.3062 0.8164 0.8147
O 1.9281 1.0371 -1.0917
C 1.0246 0.9527 -0.3471
C 0.5117 -0.4392 0.0737
C -0.9276 -0.4611 0.4226
H 0.3394 1.7933 -0.0611
H -1.2074 -1.1471 1.2089
*
```

As for the SMILES: O=CC(=S)[C@@H](F)Cl. The calculation puts the energy relative to the best compared isomer or geometry (same formula, charge and spin) at 16.1 kcal per mole. Its HOMO-LUMO gap is 0.289 Ha. As for the largest force on an atom: 0.04853 Eh/bohr. The HOMO energy comes out at -0.352 hartree. Its LUMO energy is -0.06257 Ha.

Atom charges from the natural (NBO) analysis, given in e for atoms 1 to 8:
1. Cl 0.007
2. S 0.225
3. F -0.348
4. O -0.444
5. C 0.368
6. C -0.285
7. C 0.117
8. H 0.146